{"formula": "C23H23FN2O3", "method": "ωB97M-V/def2-TZVPD", "elements": ["C", "H", "H", "H", "C", "N", "C", "H", "C", "N", "C", "O", "C", "C", "C", "O", "C", "C", "C", "C", "C", "C", "O", "H", "H", "H", "H", "C", "C", "C", "C", "C", "C", "C", "H", "H", "F", "H", "H", "H", "H", "H", "H", "C", "C", "H", "H", "H", "H", "H", "H", "H"], "coordinates": [[2.57465, 4.40067, 2.52288], [2.02867, 5.32275, 2.70379], [3.62253, 4.64744, 2.36922], [2.49571, 3.77287, 3.40736], [1.99481, 3.68812, 1.29429], [2.66623, 2.46841, 0.89710], [2.65856, 1.41575, 1.88631], [3.54377, 1.43120, 2.54436], [2.59882, 0.03326, 1.21793], [1.50179, -0.07776, 0.29349], [1.66738, -0.41539, -1.00910], [2.71134, -0.68693, -1.55898], [0.28903, -0.38209, -1.58451], [-0.59967, -0.02796, -0.62586], [-2.02051, 0.09118, -0.88809], [-2.86209, 0.40789, -0.06532], [-2.32026, -0.21879, -2.30221], [-3.63937, -0.15961, -2.76190], [-3.94385, -0.44064, -4.07346], [-2.92958, -0.79028, -4.96167], [-1.62143, -0.85697, -4.53641], [-1.30747, -0.57216, -3.20683], [0.00521, -0.65584, -2.85308], [-0.82042, -1.12535, -5.20673], [-3.16763, -1.01083, -5.99104], [-4.96566, -0.39085, -4.41653], [-4.40166, 0.11448, -2.04830], [0.12916, 0.17736, 0.67043], [-0.37887, -0.77060, 1.73376], [-0.02315, -2.11320, 1.69127], [-0.49977, -2.99614, 2.64222], [-1.34746, -2.51807, 3.62531], [-1.72751, -1.18980, 3.68025], [-1.23458, -0.31685, 2.72743], [-1.53261, 0.71986, 2.74758], [-2.39796, -0.85470, 4.45529], [-1.81561, -3.37356, 4.55663], [-0.22964, -4.04003, 2.62567], [0.63163, -2.47006, 0.90960], [0.00866, 1.21203, 1.01183], [2.51200, -0.73440, 1.99657], [3.50237, -0.15216, 0.63303], [1.77541, 1.53620, 2.51816], [3.94209, 2.67666, 0.22627], [3.77790, 2.62984, -1.29094], [4.72259, 2.86527, -1.77486], [3.46362, 1.64024, -1.60767], [3.03153, 3.35133, -1.61385], [4.38034, 3.64209, 0.51194], [4.64517, 1.89813, 0.53199], [2.02190, 4.36496, 0.43722], [0.94392, 3.44726, 1.48910]], "forces_ev_per_a": [[-0.076, -0.180, -0.298], [-0.033, 0.117, 0.084], [0.112, 0.058, 0.036], [0.001, -0.029, 0.123], [0.004, 0.147, 0.188], [-0.010, -0.137, 0.142], [0.019, -0.203, -0.229], [-0.133, -0.013, 0.037], [0.210, 0.163, 0.203], [-0.130, -0.022, 0.082], [0.241, -0.069, -0.096], [0.059, -0.072, -0.274], [-0.961, 0.375, 0.779], [0.657, -0.083, -0.403], [0.048, -0.019, -0.056], [0.120, 0.019, -0.050], [0.090, -0.078, -0.196], [0.080, -0.025, -0.068], [-0.104, 0.039, 0.104], [0.140, 0.001, 0.082], [0.237, 0.006, 0.139], [-0.857, 0.093, -0.072], [0.524, -0.101, -0.057], [0.086, -0.032, -0.086], [0.008, -0.024, -0.091], [-0.091, 0.005, -0.019], [-0.057, 0.022, 0.061], [-0.292, 0.027, -0.080], [0.067, 0.033, 0.113], [-0.087, 0.154, 0.096], [-0.128, -0.067, 0.139], [0.044, 0.131, -0.099], [-0.024, -0.235, 0.123], [0.149, -0.134, -0.105], [-0.034, 0.135, -0.012], [-0.069, 0.007, 0.095], [0.022, 0.050, -0.052], [0.012, -0.110, 0.028], [0.094, -0.046, -0.072], [0.010, -0.041, -0.033], [0.078, 0.006, -0.078], [-0.042, -0.044, 0.105], [0.013, 0.031, 0.074], [-0.109, 0.011, -0.379], [0.163, 0.019, 0.257], [0.105, 0.052, -0.151], [-0.031, -0.096, -0.048], [-0.078, 0.112, -0.055], [0.040, -0.092, 0.086], [0.025, 0.046, 0.058], [-0.111, 0.010, 0.000], [-0.003, 0.082, -0.073]], "mulliken_charge": [-1.1595, 0.4378, 0.2826, 0.2742, -0.6190, 0.7271, -1.3093, 0.3628, -1.1957, 0.7824, -0.2522, -0.7017, 0.8873, 0.4520, 0.0914, -0.6810, 0.1921, -0.6851, -0.7068, -0.3155, -0.6733, 0.4426, -0.5631, 0.4656, 0.3974, 0.4062, 0.4942, 0.0254, 0.1023, -0.0878, -0.8890, 0.4317, -0.7990, -0.0121, 0.4390, 0.4433, -0.3387, 0.4455, 0.4387, -0.0294, 0.3917, 0.5612, 0.6549, -0.8236, -1.0073, 0.4614, 0.0736, 0.2329, 0.4351, 0.3794, 0.3567, 0.2810], "e_lumo_ev": -0.28, "orbital_gap_ev": 8.2, "energy_ev": -36065.000, "relative_energy_ev": 0.000, "smiles": "CCN(CC)CCN1C(=O)c2oc3ccccc3c(=O)c2[C@H]1c1ccc(F)cc1", "e_homo_ev": -8.45}